ORCA calculation (ωB97M-V/def2-TZVPD) on a cluster of 2 separate species, CH2N2S2 in total.

Last column: Löwdin charge in e.
Positions of all 7 atoms, in Å:
C: 1.556 -0.906 -0.874  -0.089
N: 0.890 -1.297 -0.021  -0.066
N: -1.217 0.690 0.838  -1.123
S: -1.015 2.250 0.457  0.530
S: -1.483 -0.543 -0.201  0.645
H: 1.944 -0.528 -1.832  0.082
H: -0.676 0.334 1.633  0.021

Values from the calculation:
- energy relative to the best compared isomer or geometry (same formula, charge and spin) (kJ/mol) = 184.40
- gap between HOMO and LUMO (alpha / beta) (eV) = 8.64 / 5.18
- spin multiplicity = 3
- <S²> = 2.014
- largest force on an atom (eV Å⁻¹) = 3.7



ORCA calculation (ωB97M-V/def2-TZVPD) on a cluster of 2 separate species, CH2N3O in total.

Last column: Löwdin charge in e.
Positions of all 7 atoms, in Å:
C: 0.544 -1.313 2.450  -0.182
N: 0.650 -1.056 1.318  0.002
N: 0.215 0.220 -1.030  -0.116
N: -0.731 0.666 -0.325  -0.380
O: -1.544 1.539 -0.781  -0.289
H: 0.604 -0.682 0.365  -0.062
H: 0.262 0.626 -1.997  0.027

Values from the calculation:
- energy relative to the best compared isomer or geometry (same formula, charge and spin) (kJ/mol) = 40.16
- net charge = -1
- gap between HOMO and LUMO (eV) = 8.70
- largest force on an atom (eV Å⁻¹) = 1.9



ORCA calculation (ωB97M-V/def2-TZVPD) on the ion CH2N3O7P with charge -2.

Last column: Löwdin charge in e.
Positions of all 14 atoms, in Å:
O: 0.893 -0.871 2.150  -0.191
N: 0.358 -0.986 0.990  -0.088
C: -0.754 -0.168 0.752  -0.571
N: -0.056 1.119 1.063  -0.077
O: 0.560 1.214 2.219  -0.209
O: -1.979 -0.284 1.367  -0.104
P: -3.284 -0.526 0.350  0.319
O: -4.297 -1.526 0.857  -0.385
O: -3.901 0.856 0.136  -0.417
O: -2.221 -0.833 -0.963  -0.247
N: -0.957 -0.050 -0.815  -0.069
O: 0.043 -0.660 -1.595  -0.065
H: 0.603 1.229 0.367  0.064
H: 0.533 -1.341 -1.155  0.041

Values from the calculation:
- energy relative to the best compared isomer or geometry (same formula, charge and spin) (kJ/mol) = 116.48
- net charge = -2
- gap between HOMO and LUMO (alpha / beta) (eV) = 6.28 / 6.26
- largest force on an atom (eV Å⁻¹) = 3.7



ORCA calculation (ωB97M-V/def2-TZVPD) on a structure of composition CH2N3P.

Last column: Löwdin charge in e.
Positions of all 7 atoms, in Å:
C: 0.900 -0.319 -0.578  -0.408
N: 0.012 -1.151 -0.115  -0.170
N: 0.792 0.976 -0.354  -0.071
N: -0.183 1.245 0.486  -0.265
P: -0.848 -0.183 1.036  0.829
H: 1.677 -0.469 -1.288  0.094
H: -2.350 -0.099 0.812  -0.009

Values from the calculation:
- energy relative to the best compared isomer or geometry (same formula, charge and spin) (kJ/mol) = 58.16
- gap between HOMO and LUMO (eV) = 8.75
- largest force on an atom (eV Å⁻¹) = 4.9



ORCA calculation (ωB97M-V/def2-TZVPD) on an isolated molecule of CH2N4O.

Last column: Löwdin charge in e.
Positions of all 8 atoms, in Å:
N: 1.436 0.127 -0.254  0.115
C: 0.064 -0.012 -0.133  -0.471
N: -0.582 -0.581 0.950  0.083
N: -1.814 -0.534 0.707  0.037
O: -1.988 0.062 -0.504  -0.075
N: -0.790 0.371 -1.038  0.126
H: 1.928 -0.509 0.359  0.089
H: 1.747 1.076 -0.088  0.096

Values from the calculation:
- energy relative to the best compared isomer or geometry (same formula, charge and spin) (kJ/mol) = 159.79
- gap between HOMO and LUMO (eV) = 10.92
- largest force on an atom (eV Å⁻¹) = 0.4



ORCA calculation (ωB97M-V/def2-TZVPD) on an isolated molecule of CH2N4O.

Last column: Löwdin charge in e.
Positions of all 8 atoms, in Å:
O: -1.987 -0.130 0.018  0.092
C: -0.656 -0.040 -0.017  -0.500
N: 0.004 1.146 -0.033  0.067
N: 1.284 0.822 0.003  0.009
N: 1.331 -0.482 -0.008  -0.074
N: 0.153 -1.088 -0.048  0.129
H: -2.319 0.777 -0.031  0.116
H: 2.191 -1.006 0.116  0.160

Values from the calculation:
- energy relative to the best compared isomer or geometry (same formula, charge and spin) (kJ/mol) = 31.51
- gap between HOMO and LUMO (eV) = 11.11
- largest force on an atom (eV Å⁻¹) = 1.0



ORCA calculation (ωB97M-V/def2-TZVPD) on an isolated molecule of CH2N4O.

Last column: Löwdin charge in e.
Positions of all 8 atoms, in Å:
N: 1.411 0.040 -0.078  0.120
C: 0.055 -0.067 -0.079  -0.478
N: -0.787 1.084 -0.039  0.080
N: -1.926 0.669 -0.053  0.023
O: -1.884 -0.684 -0.011  -0.100
N: -0.604 -1.165 -0.024  0.123
H: 1.922 -0.818 -0.035  0.091
H: 1.813 0.942 0.318  0.140

Values from the calculation:
- energy relative to the best compared isomer or geometry (same formula, charge and spin) (kJ/mol) = 170.22
- gap between HOMO and LUMO (eV) = 10.70
- largest force on an atom (eV Å⁻¹) = 3.1



ORCA calculation (ωB97M-V/def2-TZVPD) on a cluster of 2 separate species, CH2N4O in total.

Last column: Löwdin charge in e.
Positions of all 8 atoms, in Å:
C: -0.489 -0.064 0.218  -0.073
N: -1.271 0.256 1.208  0.029
N: -2.265 0.894 0.611  -0.032
N: -2.115 0.976 -0.638  0.031
N: 2.214 -1.155 -0.051  0.109
O: -0.947 0.355 -0.950  -0.013
H: 2.279 -0.791 -0.999  -0.026
H: 2.594 -0.472 0.601  -0.025

Values from the calculation:
- energy relative to the best compared isomer or geometry (same formula, charge and spin) (kJ/mol) = 617.97
- gap between HOMO and LUMO (alpha / beta) (eV) = 10.31 / 9.08
- largest force on an atom (eV Å⁻¹) = 2.6



ORCA calculation (ωB97M-V/def2-TZVPD) on an isolated molecule of CH2N4O.

Last column: Löwdin charge in e.
Positions of all 8 atoms, in Å:
O: -1.736 0.912 0.299  0.065
N: -0.436 0.389 0.272  -0.147
C: -0.416 -0.956 -0.223  -0.090
N: 0.847 -1.268 -0.452  0.027
N: 1.612 -0.089 -0.185  0.000
N: 0.771 0.782 0.112  -0.041
H: -2.007 1.333 1.111  0.112
H: -1.166 -1.593 -0.402  0.073

Values from the calculation:
- energy relative to the best compared isomer or geometry (same formula, charge and spin) (kJ/mol) = 350.56
- gap between HOMO and LUMO (eV) = 11.10
- largest force on an atom (eV Å⁻¹) = 7.0



ORCA calculation (ωB97M-V/def2-TZVPD) on an isolated molecule of CH2N4O2.

Last column: Löwdin charge in e.
Positions of all 9 atoms, in Å:
O: -1.600 -1.156 0.001  -0.010
N: -0.455 -0.708 0.000  -0.290
N: 0.707 -1.256 0.000  0.151
C: 1.558 -0.225 -0.001  -0.181
N: 0.967 0.952 -0.002  0.141
N: -0.291 0.633 -0.002  -0.167
O: -1.390 1.395 0.000  0.113
H: 2.619 -0.346 0.000  0.107
H: -2.116 0.711 0.004  0.135

Values from the calculation:
- energy relative to the best compared isomer or geometry (same formula, charge and spin) (kJ/mol) = 386.47
- gap between HOMO and LUMO (eV) = 10.65
- largest force on an atom (eV Å⁻¹) = 1.7



ORCA calculation (ωB97M-V/def2-TZVPD) on an isolated molecule of CH2N4O2.

Last column: Löwdin charge in e.
Positions of all 9 atoms, in Å:
O: -3.115 0.050 0.057  -0.078
N: -1.874 -0.391 -0.091  -0.217
N: -1.341 -1.534 0.017  0.126
C: -0.056 -1.384 -0.012  -0.214
N: 0.337 -0.140 -0.030  0.152
N: -0.813 0.498 -0.009  -0.126
O: -1.095 1.852 0.003  0.067
H: 0.604 -2.234 -0.071  0.119
H: -2.010 2.145 0.350  0.172

Values from the calculation:
- energy relative to the best compared isomer or geometry (same formula, charge and spin) (kJ/mol) = 466.58
- gap between HOMO and LUMO (eV) = 10.10
- largest force on an atom (eV Å⁻¹) = 4.3



ORCA calculation (ωB97M-V/def2-TZVPD) on an isolated molecule of CH2N4O2.

Last column: Löwdin charge in e.
Positions of all 9 atoms, in Å:
H: 0.175 2.486 -0.148  0.068
N: 0.642 1.564 -0.126  0.148
C: -0.196 0.606 -0.051  -0.523
O: -1.486 0.576 -0.017  0.069
N: -1.871 -0.783 -0.133  0.065
N: -0.883 -1.523 -0.093  0.091
N: 0.182 -0.741 0.077  -0.137
O: 1.488 -1.195 -0.219  0.030
H: 1.949 -0.990 0.711  0.188

Values from the calculation:
- energy relative to the best compared isomer or geometry (same formula, charge and spin) (kJ/mol) = 335.13
- gap between HOMO and LUMO (eV) = 10.22
- largest force on an atom (eV Å⁻¹) = 3.9



ORCA calculation (ωB97M-V/def2-TZVPD) on a cluster of 2 separate species, CH2N4O3 in total.

Last column: Löwdin charge in e.
Positions of all 10 atoms, in Å:
N: -0.283 -3.015 -0.779  0.196
C: 0.419 -2.111 -0.678  -0.297
N: 1.337 -1.161 -0.935  0.059
N: 1.717 -0.198 -0.384  0.192
N: 0.799 0.192 0.920  -0.376
O: -0.063 -0.609 1.132  0.083
O: 1.187 1.195 1.417  0.112
O: -1.447 1.549 -0.361  -0.047
H: -2.329 1.617 -0.229  -0.033
H: -1.337 2.541 -0.102  0.110

Values from the calculation:
- energy relative to the best compared isomer or geometry (same formula, charge and spin) (kJ/mol) = 144.95
- gap between HOMO and LUMO (eV) = 8.68
- largest force on an atom (eV Å⁻¹) = 5.3



ORCA calculation (ωB97M-V/def2-TZVPD) on a cluster of 2 separate species, CH2N6O3 in total.

Last column: Löwdin charge in e.
Positions of all 12 atoms, in Å:
C: 0.285 1.230 0.650  -0.355
N: 0.323 -2.433 0.083  0.214
N: -0.409 -1.595 -0.061  -0.143
N: 1.289 1.032 0.043  0.042
N: -0.946 -0.581 -0.375  0.165
N: 2.135 -0.028 -0.250  0.045
N: -2.206 0.071 -0.220  -0.500
O: -0.584 1.562 1.365  0.158
O: -2.456 0.863 -1.078  0.059
O: -2.840 -0.396 0.677  0.097
H: 2.832 0.172 0.409  0.068
H: 2.577 0.103 -1.243  0.150

Values from the calculation:
- energy relative to the best compared isomer or geometry (same formula, charge and spin) (kJ/mol) = 298.26
- gap between HOMO and LUMO (alpha / beta) (eV) = 5.78 / 5.85
- spin multiplicity = 3
- <S²> = 2.016
- largest force on an atom (eV Å⁻¹) = 5.9



ORCA calculation (ωB97M-V/def2-TZVPD) on the ion CH2NO2 with charge -1.

Last column: Löwdin charge in e.
Positions of all 6 atoms, in Å:
H: 1.171 1.459 0.362  -0.018
N: 0.908 0.847 -0.404  0.004
C: -0.004 0.049 0.076  -0.840
O: -0.463 -0.125 1.230  -0.138
O: -0.596 -0.781 -0.910  -0.064
H: -1.016 -1.449 -0.354  0.056

Values from the calculation:
- energy relative to the best compared isomer or geometry (same formula, charge and spin) (kJ/mol) = 57.76
- net charge = -1
- gap between HOMO and LUMO (eV) = 7.79
- largest force on an atom (eV Å⁻¹) = 0.4



ORCA calculation (ωB97M-V/def2-TZVPD) on a cluster of 2 separate species, CH2NO2 in total.

Last column: Löwdin charge in e.
Positions of all 6 atoms, in Å:
C: 2.279 0.007 -1.641  -0.446
N: -0.085 -0.606 0.354  -0.218
O: 1.845 1.023 -2.102  0.100
O: 3.123 -0.742 -1.269  0.114
H: -0.715 0.086 0.131  -0.287
H: 0.791 -0.126 0.390  -0.263

Values from the calculation:
- energy relative to the best compared isomer or geometry (same formula, charge and spin) (kJ/mol) = 260.75
- net charge = -1
- gap between HOMO and LUMO (alpha / beta) (eV) = 5.17 / 5.17
- largest force on an atom (eV Å⁻¹) = 3.1



ORCA calculation (ωB97M-V/def2-TZVPD) on an isolated molecule of CH2NO2P.

Last column: Löwdin charge in e.
Positions of all 7 atoms, in Å:
C: 0.290 0.586 0.446  -0.274
N: 0.236 1.362 1.328  0.089
O: -1.412 0.328 -1.204  -0.332
O: 0.265 -1.647 -1.266  -0.241
P: -0.742 -0.683 -0.395  0.634
H: 0.804 -2.157 -0.628  0.060
H: 0.559 2.212 1.719  0.063

Values from the calculation:
- energy relative to the best compared isomer or geometry (same formula, charge and spin) (kJ/mol) = 0.00
- gap between HOMO and LUMO (alpha / beta) (eV) = 7.20 / 9.05
- spin multiplicity = 3
- <S²> = 2.008
- largest force on an atom (eV Å⁻¹) = 3.6



ORCA calculation (ωB97M-V/def2-TZVPD) on a cluster of 2 separate species, CH2NO3S in total.

Last column: Löwdin charge in e.
Positions of all 8 atoms, in Å:
C: 0.154 0.624 -1.050  -0.111
N: 0.977 -0.234 -0.274  -0.460
O: 1.626 -1.119 -0.758  0.042
O: 1.101 0.040 0.942  -0.050
O: -0.387 1.487 -0.280  0.023
S: -2.111 -1.513 0.048  -0.085
H: -0.023 1.379 0.567  0.041
H: -1.336 -0.665 0.804  -0.400

Values from the calculation:
- energy relative to the best compared isomer or geometry (same formula, charge and spin) (kJ/mol) = 599.77
- net charge = -1
- gap between HOMO and LUMO (alpha / beta) (eV) = 5.02 / 6.61
- largest force on an atom (eV Å⁻¹) = 3.6



ORCA calculation (ωB97M-V/def2-TZVPD) on a cluster of 2 separate species, CH2NO4P in total.

Last column: Löwdin charge in e.
Positions of all 9 atoms, in Å:
C: -1.828 1.639 -0.257  -0.169
N: -0.335 0.324 -0.015  -0.119
O: 2.161 -0.478 -1.171  -0.492
O: 1.258 -1.095 1.045  -0.472
O: -1.735 2.245 0.775  -0.181
O: 0.076 -1.974 -1.124  -0.511
P: 0.951 -0.946 -0.400  -0.032
H: 0.235 0.689 0.694  -0.007
H: -0.783 -0.405 0.453  -0.017

Values from the calculation:
- energy relative to the best compared isomer or geometry (same formula, charge and spin) (kJ/mol) = 240.75
- net charge = -2
- gap between HOMO and LUMO (eV) = 6.23
- largest force on an atom (eV Å⁻¹) = 2.9



ORCA calculation (ωB97M-V/def2-TZVPD) on an isolated molecule of CH2NPS3.

Last column: Löwdin charge in e.
Positions of all 8 atoms, in Å:
S: -2.367 1.677 1.795  0.094
P: -0.743 0.645 1.850  0.365
N: -0.667 -0.105 0.325  -0.429
C: 0.700 -0.235 -0.270  -1.323
S: 2.039 0.141 0.542  0.603
S: 0.577 -0.967 -1.849  0.764
H: -1.429 -0.070 -0.345  0.045
H: 1.889 -1.086 -2.048  -0.119

Values from the calculation:
- energy relative to the best compared isomer or geometry (same formula, charge and spin) (kJ/mol) = 0.00
- gap between HOMO and LUMO (eV) = 7.61
- largest force on an atom (eV Å⁻¹) = 3.3